# 1
Below is a 13-piece molecular cluster, C21H68O21 overall at a distorted geometry, with properties calculated with wB97M-V/def2-TZVPD.

ORCA input file:
```
! RIJCOSX wB97M-V def2-TZVPD def2/J DEFGRID3
* xyz -1 2
C 4.17843 0.04700 1.03956
C 4.09335 -1.10719 2.04754
O 2.87322 -1.86618 1.71778
O 4.45952 -0.38503 -0.25174
H 5.00472 0.69459 1.33277
H 3.27557 0.65764 1.03182
H 4.11840 -0.77924 3.08674
H 4.91348 -1.81953 1.95778
H 2.29818 -1.76250 2.47948
H 3.63526 -0.81197 -0.49651
C 2.40886 -0.13569 -3.87950
C 3.21530 0.34885 -5.10717
O 2.94241 1.67547 -5.37528
O 2.90962 0.45489 -2.65517
H 2.34825 -1.22235 -3.81961
H 1.38672 0.23337 -3.96402
H 2.83906 -0.20477 -5.96743
H 4.27397 0.16800 -4.92109
H 2.02158 1.82688 -5.15001
H 2.31831 0.13476 -1.96999
C -3.93293 -4.24513 3.24406
C -3.37766 -3.03313 2.47803
O -2.12610 -2.49696 2.87063
O -3.36374 -5.45438 2.76008
H -5.00512 -4.31737 3.06163
H -3.74413 -4.18158 4.31570
H -4.07949 -2.25953 2.78959
H -3.42472 -3.10090 1.39116
H -2.19439 -2.05911 3.72223
H -3.93230 -6.17384 3.04418
C -0.50762 3.85493 -2.73732
C 0.59978 3.24470 -3.54204
O -0.01305 2.37162 -4.48668
O -1.12495 2.94581 -1.83134
H -1.31794 4.16135 -3.39884
H -0.19081 4.75837 -2.21624
H 1.33013 2.67322 -2.96922
H 1.08826 4.07577 -4.05077
H -0.81273 2.80912 -4.78786
H -1.32100 2.12143 -2.28253
C 0.09136 0.13872 -0.46023
C -0.74724 -0.98506 0.25203
O -0.30776 -1.03774 1.60089
O 1.46146 -0.28185 -0.49147
H -0.09357 1.12533 -0.03538
H -0.20612 0.20402 -1.50682
H -0.75009 -1.93973 -0.27400
H -1.77049 -0.62275 0.15302
H -0.87452 -1.67976 2.03472
H 1.59100 -0.63592 0.39140
C -2.43192 -0.72188 -2.93829
C -1.26828 -1.12599 -3.84725
O -1.38897 -0.39921 -5.12994
O -2.42576 0.66952 -2.82937
H -2.49137 -1.25647 -1.99025
H -3.40353 -0.94695 -3.37809
H -1.47161 -2.18310 -4.01831
H -0.32419 -1.00817 -3.31534
H -1.09505 0.49267 -4.93053
H -3.32421 0.97078 -2.67563
C -3.69718 0.93187 2.04050
C -4.74681 0.50845 1.01222
O -5.98333 -0.00476 1.51111
O -3.91155 2.28749 2.37360
H -2.75174 0.91641 1.49827
H -3.70254 0.45137 3.01886
H -4.23397 -0.30811 0.50396
H -4.98245 1.27238 0.27129
H -6.52527 0.76622 1.69413
H -3.29058 2.75313 1.80863
C 2.61677 3.47946 -0.07126
C 3.05712 4.79906 -0.61382
O 3.32021 4.70769 -2.03612
O 2.64783 3.48007 1.32504
H 3.46327 2.80768 -0.21358
H 1.72745 3.06156 -0.54303
H 3.99718 5.08657 -0.14296
H 2.32152 5.57909 -0.41749
H 3.89312 3.95207 -2.18581
H 2.27296 2.65698 1.64688
C -1.55838 4.45419 1.41710
O -1.85543 3.22344 0.74977
H -1.87590 5.35543 0.89265
H -1.95785 4.48698 2.43073
H -0.47384 4.54191 1.48171
H -1.68871 3.39347 -0.18022
C -0.06842 1.69592 3.41226
O 1.00931 1.14008 2.66721
H -1.02164 1.29800 3.06421
H 0.01482 1.38491 4.45362
H -0.03675 2.78538 3.39926
H 0.71310 0.25592 2.43891
C 1.98078 -3.39307 -1.55095
O 1.07278 -3.18945 -2.66414
H 2.18256 -4.46039 -1.46034
H 2.86871 -2.80855 -1.79182
H 1.51175 -3.09309 -0.61387
H 0.24919 -3.62613 -2.43478
C 0.62458 -2.19090 4.56278
O 2.00365 -2.20915 4.26586
H 0.12707 -2.92924 3.93394
H 0.41525 -2.43039 5.60534
H 0.22911 -1.19639 4.35625
H 2.26534 -3.13256 4.28648
C 0.48277 -4.73014 1.45776
O -0.53834 -5.70142 1.75115
H 0.07748 -3.72000 1.39902
H 1.13536 -4.76380 2.33017
H 1.12356 -4.89857 0.59225
H -1.33730 -5.34453 2.14598
*
```

Calculated values
HOMO-LUMO gap (alpha / beta) in eV: 1.67 / 9.11
HOMO level (alpha / beta) in eV: 0.13 / -7.36


# 2
Below is a 4-piece molecular cluster, C3H16NO4 overall at a distorted geometry, with properties calculated with wB97M-V/def2-TZVPD.

ORCA input file:
```
! RIJCOSX wB97M-V def2-TZVPD def2/J DEFGRID3
* xyz 1 1
C 0.58934 0.24771 0.94463
O 0.24412 0.96093 2.11360
C -0.50930 -0.80330 0.83398
C -0.61725 -1.60915 2.12259
N -1.92701 -0.16753 0.65678
H 0.67937 0.89431 0.03616
H 1.60516 -0.22933 0.91254
H 0.83801 1.57451 2.55813
H -0.37235 -1.58166 -0.08514
H 0.36735 -1.95655 2.53096
H -1.14668 -2.67953 1.94888
H -1.05841 -1.20346 2.96974
H -1.78653 0.70218 0.05295
H -2.63319 -0.71702 0.28876
H -2.19984 0.30465 1.60313
H 2.69226 -2.15869 -2.77086
H 1.54033 -3.09458 -3.21682
O 1.70916 -2.28347 -2.75514
H 2.68181 3.67324 0.07530
H 1.11503 3.59695 0.25436
O 1.88413 3.10719 0.09221
H -1.98558 0.59458 -3.86150
H -0.76076 0.50978 -2.83054
O -1.69537 0.20682 -3.00952
*
```

Calculated values
HOMO-LUMO gap in eV: 11.14
Energy above the lowest of the compared OMol25 structures with the same formula, charge and spin in kcal/mol: 44.3
HOMO level in eV: -14.21


# 3
Below is C23H26FN5O3S in the gas phase, with properties calculated with wB97M-V/def2-TZVPD.

ORCA input file:
```
! RIJCOSX wB97M-V def2-TZVPD def2/J DEFGRID3
* xyz 0 1
C 7.11236 2.57094 -0.85279
C 7.94387 1.45809 -0.22413
C 7.11363 0.55536 0.68947
N 6.14397 -0.20998 -0.05997
C 6.11190 -1.54647 -0.07139
O 6.84615 -2.27619 0.55869
C 4.99843 -2.11174 -0.98312
N 3.68481 -1.88021 -0.41587
C 3.11130 -2.81615 0.37582
N 1.95219 -2.71587 0.92641
C 1.27959 -1.57827 0.67360
S -0.28509 -1.24852 1.31287
C -0.30766 0.30383 0.50085
C -1.41329 1.26622 0.75832
O -1.18032 2.35032 1.26413
N -2.66047 0.88360 0.41056
C -3.04181 -0.34376 -0.24289
C -3.90713 -1.18983 0.70938
N -5.06356 -0.43184 1.13591
C -6.24683 -0.50677 0.41222
C -6.72879 -1.75755 0.00294
C -7.92506 -1.88299 -0.67126
C -8.67134 -0.74954 -0.93755
F -9.84535 -0.86665 -1.59986
C -8.23942 0.49795 -0.53427
C -7.03384 0.61567 0.13161
C -4.65684 0.80254 1.77043
C -3.79925 1.67012 0.83689
C 0.83929 0.56012 -0.19387
C 1.08841 1.80537 -0.97081
C 1.75263 -0.53289 -0.11563
C 3.06597 -0.64701 -0.68926
O 3.65804 0.19487 -1.34767
H 7.74339 3.21307 -1.46228
H 6.32859 2.16739 -1.48954
H 6.64818 3.18116 -0.08090
H 8.39934 0.84818 -1.00657
H 8.74741 1.89705 0.36956
H 6.59353 1.16410 1.43769
H 7.75565 -0.16434 1.20240
H 5.47028 0.29996 -0.62152
H 5.15889 -3.18421 -1.09746
H 5.03917 -1.61619 -1.95693
H 3.68076 -3.71678 0.55576
H -2.16104 -0.89842 -0.56171
H -3.63795 -0.09069 -1.12940
H -4.20848 -2.10341 0.20257
H -3.31476 -1.45481 1.59169
H -6.17353 -2.65220 0.23632
H -8.28840 -2.85011 -0.98087
H -8.83806 1.36916 -0.74891
H -6.71357 1.60263 0.42344
H -5.53026 1.34859 2.12306
H -4.05029 0.53396 2.64298
H -3.42503 2.55488 1.35344
H -4.37570 1.97495 -0.04291
H 2.15355 2.01734 -0.99459
H 0.55144 2.63808 -0.52543
H 0.75037 1.67791 -1.99962
*
```

Calculated values
SMILES: CCCNC(=O)Cn1cnc2sc(C(=O)N3CCN(c4ccc(F)cc4)CC3)c(C)c2c1=O
HOMO-LUMO gap in eV: 7.88
Energy above the lowest of the compared OMol25 structures with the same formula, charge and spin in kcal/mol: 8.0
HOMO level in eV: -7.87


# 4
Below is a 5-piece molecular cluster, C37H80Cl2FNO6S2 overall, with properties calculated with wB97M-V/def2-TZVPD.

ORCA input file:
```
! RIJCOSX wB97M-V def2-TZVPD def2/J DEFGRID3
* xyz 0 1
C 6.97806 -2.79711 -1.62578
C 6.95417 -1.60422 -2.57940
C 6.39199 -1.91699 -3.96752
C 4.98531 -2.47966 -3.94784
O 4.10476 -1.49490 -3.41394
C 2.75078 -1.67356 -3.70506
C 1.83917 -1.89285 -2.48917
C 2.23026 -3.18121 -1.74828
N 1.34622 -3.42848 -0.61774
C 1.27770 -4.84471 -0.26314
C 1.52277 -0.64779 -1.61866
C 2.56524 0.11860 -0.76245
Cl 3.97147 -0.84774 -0.23213
C 1.94384 0.76104 0.49219
C 0.83603 1.75961 0.20394
Cl 1.32690 -0.46922 1.63986
S 0.69354 0.54021 -2.72592
O 1.35809 1.80408 -2.66138
O -0.72015 0.42653 -2.56149
O 0.94090 -0.06456 -4.20404
C 2.22064 -0.50876 -4.59638
S 3.36668 0.85600 -4.98399
O 4.38882 0.29017 -5.80087
O 2.61647 1.99287 -5.38357
F 4.02774 1.20520 -3.60836
H 7.48091 -3.65867 -2.07371
H 7.50420 -2.54300 -0.70320
H 5.96788 -3.09937 -1.33620
H 7.96549 -1.20392 -2.68824
H 6.35307 -0.80477 -2.13733
H 6.35810 -0.98981 -4.54739
H 7.03779 -2.61185 -4.51216
H 4.67338 -2.74355 -4.96569
H 4.92900 -3.38206 -3.32462
H 2.64109 -2.58865 -4.30183
H 0.86364 -2.12818 -2.93290
H 3.28992 -3.18538 -1.48443
H 2.08474 -4.00152 -2.46061
H 1.71033 -2.92853 0.18592
H 2.21051 -5.23799 0.16422
H 1.04416 -5.43274 -1.15248
H 0.47946 -5.00298 0.46149
H 0.69402 -0.93946 -0.96569
H 2.97947 0.95151 -1.32808
H 2.75328 1.27397 1.01171
H 1.19898 2.53899 -0.46749
H -0.05088 1.28804 -0.22164
H 0.53478 2.22907 1.14216
H 2.09187 -0.89046 -5.61254
C -5.49176 4.88671 1.77037
C -5.32300 3.42491 2.17174
C -4.00240 3.13716 2.88312
C -2.74836 3.42100 2.05396
C -2.64976 2.63212 0.74889
C -2.60080 1.12719 0.99070
H -4.72131 5.20336 1.06573
H -6.45846 5.05390 1.29389
H -5.43316 5.53854 2.64492
H -5.41744 2.78972 1.28648
H -6.14271 3.13986 2.83637
H -3.99160 2.09628 3.21827
H -3.95308 3.74371 3.79389
H -1.87050 3.18475 2.66701
H -2.68373 4.49165 1.84107
H -1.74542 2.94523 0.22123
H -3.48241 2.87749 0.08458
H -1.75540 0.87352 1.63561
H -2.48830 0.57206 0.05710
H -3.51089 0.77146 1.47605
C -4.86315 -2.02084 5.55983
C -3.57125 -2.80572 5.76406
C -2.34601 -1.91723 5.97281
C -2.02036 -0.99194 4.79940
C -1.79175 -1.69831 3.46462
C -0.60703 -2.65804 3.47227
H -4.81729 -1.39303 4.66844
H -5.71594 -2.69093 5.44396
H -5.06217 -1.37168 6.41547
H -3.40963 -3.47080 4.91108
H -3.68134 -3.45557 6.63618
H -1.48086 -2.54930 6.19217
H -2.50228 -1.30252 6.86541
H -1.12421 -0.41452 5.05002
H -2.82230 -0.25763 4.67859
H -1.61937 -0.93714 2.70091
H -2.69553 -2.23254 3.15765
H 0.31122 -2.13304 3.74695
H -0.45967 -3.09209 2.48184
H -0.74197 -3.48197 4.17522
C -1.89300 2.28969 5.82571
C -1.55774 3.75289 6.09133
C -0.11915 4.11832 5.72886
C 0.95325 3.35672 6.51050
C 0.86117 3.49789 8.02904
C 1.02193 4.93355 8.51849
H -1.27875 1.61498 6.42441
H -2.93739 2.07639 6.05972
H -1.73102 2.04516 4.77266
H -1.75484 3.99076 7.14037
H -2.23149 4.38574 5.50669
H 0.02052 5.19395 5.86682
H 0.03330 3.93130 4.66039
H 1.93664 3.70764 6.18138
H 0.91139 2.29552 6.24957
H 1.63815 2.87661 8.48200
H -0.09142 3.09526 8.38460
H 1.98172 5.34682 8.20080
H 0.98111 4.98403 9.60724
H 0.23488 5.58264 8.13164
C 0.35898 0.35119 -8.51188
C -0.36856 -0.35025 -7.36908
C -0.22061 -1.87092 -7.38820
C -0.79180 -2.56116 -8.62806
C -2.27307 -2.28679 -8.88213
C -3.18356 -2.76735 -7.75668
H -0.03377 0.05461 -9.48586
H 0.25700 1.43363 -8.43172
H 1.42690 0.11810 -8.49758
H -1.42624 -0.07486 -7.38228
H 0.01866 0.02553 -6.42049
H -0.69165 -2.28381 -6.49080
H 0.84457 -2.12608 -7.31612
H -0.64416 -3.64105 -8.52465
H -0.21776 -2.26275 -9.50929
H -2.56110 -2.78277 -9.81256
H -2.43145 -1.21794 -9.04894
H -3.06484 -3.84075 -7.59256
H -4.23155 -2.58040 -7.99338
H -2.96649 -2.25905 -6.81593
*
```

Calculated values
SMILES: CCCCO[C@H]1[C@@H](CNC)[C@@H]([C@H](Cl)[C@@H](C)Cl)S(=O)(=O)O[C@H]1S(=O)(=O)F.CCCCCC.CCCCCC.CCCCCC.CCCCCC
HOMO-LUMO gap in eV: 9.82
Energy above the lowest of the compared OMol25 structures with the same formula, charge and spin in kcal/mol: 0.0
HOMO level in eV: -9.47


# 5
Below is C16H22ClIN3O4P in the gas phase, with properties calculated with wB97M-V/def2-TZVPD.

ORCA input file:
```
! RIJCOSX wB97M-V def2-TZVPD def2/J DEFGRID3
* xyz 0 1
C -4.77900 1.45393 3.34519
C -4.35972 2.74068 2.63908
O -3.13406 2.54701 1.94519
C -3.29484 2.60186 0.53212
C -1.91865 2.41605 -0.07002
O -1.94566 1.79590 -1.35826
C -1.63512 0.46873 -1.31205
C -2.60532 -0.50145 -1.48193
P -4.39325 -0.16972 -1.84152
O -4.60762 -1.05408 -3.19095
Cl -4.44438 1.71194 -2.72707
C -2.19125 -1.87241 -1.33503
I -3.57741 -3.46100 -1.38390
C -0.86910 -2.22022 -1.09895
N -0.41226 -3.56664 -0.95548
C 0.12242 -1.19568 -0.98707
N 1.42132 -1.55407 -0.79348
C 2.27104 -0.56648 -0.71295
C 3.72168 -0.93783 -0.53396
C 4.55777 0.01968 0.29808
C 6.05776 -0.33490 0.24453
C 6.36849 -1.81180 0.33924
O 5.75480 -2.37119 1.49447
C 1.86545 0.79075 -0.79732
N 0.63173 1.15662 -0.97505
C -0.26709 0.14285 -1.08448
H -5.85565 1.35287 3.43303
H -4.33662 0.61435 2.81724
H -4.36781 1.44479 4.35104
H -4.15559 3.50303 3.39017
H -5.13730 3.13612 1.98828
H -4.00396 1.82763 0.23202
H -3.72970 3.56744 0.26883
H -1.33055 1.82709 0.62977
H -1.42424 3.37846 -0.15108
H -3.82223 -1.02948 -3.75515
H -0.72190 -4.12748 -1.73752
H -0.81371 -3.97575 -0.12166
H 4.17838 -1.16585 -1.49624
H 3.68778 -1.87997 0.00658
H 4.48878 1.05214 -0.03519
H 4.25692 -0.00876 1.34323
H 6.40580 -0.01441 -0.74097
H 6.62501 0.24467 0.96682
H 7.45411 -1.92624 0.39477
H 6.05991 -2.32199 -0.57210
H 5.60246 -3.30130 1.31849
H 2.60239 1.57410 -0.72878
*
```

Calculated values
SMILES: CCOCCOc1c(P(O)Cl)c(I)c(N)c2nc(CCCCO)cnc12
HOMO-LUMO gap in eV: 8.30
HOMO level in eV: -8.74


# 6
Below is an isolated ion of composition HNO2PS and charge -1 at a distorted geometry, with properties calculated with wB97M-V/def2-TZVPD.

ORCA input file:
```
! RIJCOSX wB97M-V def2-TZVPD def2/J DEFGRID3
* xyz -1 1
O -2.00502 0.98925 0.73144
S -1.16788 0.27479 -0.29854
N 0.37015 0.88459 -0.68995
P 1.18343 -0.56465 -0.60159
O -0.17661 -1.16777 0.16747
H 1.79593 -0.41622 0.69117
*
```

Calculated values
SMILES: [O-][S@@]12=N[P@H]=1O2
HOMO-LUMO gap in eV: 7.56
Energy above the lowest of the compared OMol25 structures with the same formula, charge and spin in kcal/mol: 41.1
HOMO level in eV: -3.32